1.
C36H55GeN7O2Pd as an isolated structure. Source: the OMol25 dataset; level of theory: ωB97M-V with the def2-TZVPD basis set.

Each line ends with the Löwdin charge.
Positions of all 102 atoms, in Å:
Pd1 0.463 0.043 0.425  0.9554
N1 -1.508 0.376 -0.503  0.0045
C1 -1.844 1.798 -0.297  -0.3067
C2 -3.318 2.033 -0.002  -0.1295
C3 -4.262 1.674 -1.148  -0.1640
C4 -4.178 2.615 -2.351  -0.1347
N2 -3.008 2.410 -3.219  0.0980
C5 -2.920 1.502 -4.185  -0.4276
N3 -1.793 1.395 -4.893  0.2196
N4 -3.928 0.667 -4.433  0.2306
C6 -0.945 2.478 0.760  -0.5968
O1 -1.239 3.556 1.202  0.1285
O2 0.184 1.875 1.079  -0.1452
H1 -1.560 0.124 -1.484  0.0778
H2 -2.156 -0.232 -0.003  0.0734
H3 -1.565 2.331 -1.207  0.1004
H4 -3.442 3.087 0.256  0.1306
H5 -3.589 1.474 0.897  0.1238
H6 -5.284 1.754 -0.770  0.1281
H7 -4.144 0.632 -1.462  0.1079
H8 -4.123 3.650 -2.013  0.1422
H9 -5.078 2.563 -2.967  0.1252
H10 -2.249 3.071 -3.153  0.1434
H11 -0.994 1.974 -4.689  0.0942
H12 -1.737 0.796 -5.699  0.1358
H13 -4.828 0.801 -4.004  0.1215
H14 -3.884 0.026 -5.208  0.1389
C7 -1.700 -3.443 5.760  -0.0300
C8 -0.354 -4.070 5.551  -0.2029
C9 0.255 -4.812 6.558  -0.0218
C10 1.506 -5.381 6.381  -0.0545
C11 2.171 -5.238 5.174  -0.0668
C12 1.577 -4.523 4.146  -0.0402
C13 0.335 -3.931 4.343  -0.2064
N5 -0.271 -3.205 3.273  0.1597
C14 0.295 -2.183 2.591  -0.3515
N6 1.405 -1.647 3.134  0.1618
C15 2.367 -0.790 2.563  -0.1705
C16 2.191 -0.036 1.398  -0.1589
C17 3.285 0.703 0.947  -0.1378
C18 4.496 0.718 1.610  -0.0563
C19 4.632 0.010 2.791  -0.0255
C20 3.586 -0.744 3.282  -0.1934
C21 3.757 -1.502 4.570  -0.0257
N7 -0.221 -1.705 1.480  0.0274
C22 -1.468 -2.243 1.060  -0.3112
C23 -1.521 -3.165 0.019  -0.0226
C24 -2.745 -3.629 -0.437  -0.0692
C25 -3.920 -3.167 0.143  -0.0698
C26 -3.866 -2.245 1.177  -0.0364
C27 -2.649 -1.764 1.656  -0.2531
C28 -2.594 -0.747 2.761  -0.0164
H15 -2.075 -3.664 6.756  0.0863
H16 -2.440 -3.812 5.046  0.0863
H17 -1.650 -2.357 5.655  0.0781
H18 -0.261 -4.935 7.500  0.1203
H19 1.958 -5.946 7.185  0.1150
H20 3.137 -5.697 5.021  0.1135
H21 2.066 -4.439 3.182  0.1255
H22 -1.202 -3.474 2.991  0.1456
H23 1.694 -2.088 3.994  0.1029
H24 3.228 1.297 0.045  0.0398
H25 5.323 1.289 1.214  0.1159
H26 5.564 0.042 3.340  0.1232
H27 4.722 -1.271 5.014  0.0909
H28 3.717 -2.584 4.422  0.0807
H29 2.995 -1.235 5.308  0.0988
H30 -0.595 -3.522 -0.415  0.1193
H31 -2.780 -4.360 -1.233  0.1105
H32 -4.876 -3.536 -0.200  0.1105
H33 -4.784 -1.893 1.632  0.1191
H34 -3.591 -0.389 3.008  0.0905
H35 -1.964 0.109 2.498  0.0764
H36 -2.162 -1.167 3.671  0.0693
C29 1.017 5.171 -4.499  -0.0918
C30 0.749 4.331 -3.258  -0.2995
C31 2.021 4.038 -2.469  -0.2662
C32 1.780 3.228 -1.193  -0.2821
Ge1 1.270 1.361 -1.532  0.9994
C33 2.453 -0.008 -2.321  -0.3150
C34 3.210 0.512 -3.549  -0.2785
C35 2.316 0.881 -4.728  -0.2957
C36 3.122 1.295 -5.951  -0.0958
H37 0.102 5.383 -5.052  0.0738
H38 1.706 4.662 -5.174  0.0749
H39 1.468 6.126 -4.230  0.0865
H40 0.265 3.387 -3.554  0.0400
H41 0.039 4.845 -2.601  0.1162
H42 2.472 4.993 -2.185  0.1277
H43 2.755 3.550 -3.120  0.1005
H44 0.957 3.678 -0.633  0.0671
H45 2.641 3.261 -0.526  0.0763
H46 -0.029 1.365 -2.406  -0.0316
H47 1.813 -0.850 -2.598  0.0684
H48 3.158 -0.374 -1.575  0.0600
H49 3.922 -0.256 -3.865  0.1237
H50 3.819 1.379 -3.272  0.1100
H51 1.650 1.709 -4.439  0.0643
H52 1.674 0.027 -4.967  0.1108
H53 3.742 2.165 -5.732  0.0788
H54 2.481 1.550 -6.794  0.0737
H55 3.785 0.491 -6.270  0.0828

Calculated values
ΔE to the lowest compared entry with this formula, charge and spin   16.2 kcal/mol
Calculated total energy   -112734.6792 eV
Total charge   +2
HOMO-LUMO gap   6.455 eV
HOMO energy   -12.74 eV
LUMO level   -6.285 eV

2.
C36H55IrP3Si as an isolated structure. Source: the OMol25 dataset; level of theory: ωB97M-V with the def2-TZVPD basis set.

Each line ends with the Löwdin charge.
Positions of all 96 atoms, in Å:
Ir1 0.000 0.000 0.000  0.3721
C1 -1.909 -3.561 2.809  -0.1047
C2 -1.152 -2.819 1.716  -0.5664
C3 -0.669 -3.814 0.654  -0.1405
P1 -1.986 -1.377 0.913  1.0318
C4 -3.768 -1.700 0.714  -0.5582
C5 -4.707 -1.656 1.906  -0.1083
C6 -4.023 -2.980 -0.096  -0.1062
C7 -1.489 0.104 2.242  -0.2895
C8 -2.259 -0.084 3.423  -0.1342
C9 -2.201 0.762 4.534  -0.0831
C10 -1.355 1.847 4.538  -0.0927
C11 -0.537 2.088 3.436  -0.1318
C12 -0.534 1.254 2.265  -0.2357
Si1 0.881 2.152 0.990  0.6807
C13 2.525 2.185 1.682  -0.3051
C14 3.000 3.064 2.662  -0.0678
C15 4.293 2.921 3.161  -0.0559
C16 5.111 1.908 2.679  -0.0457
C17 4.652 1.036 1.688  -0.0569
C18 3.361 1.165 1.178  -0.3473
P2 2.563 0.178 -0.125  0.9855
C19 3.291 -1.511 -0.157  -0.5441
C20 4.758 -1.700 -0.523  -0.0993
C21 3.000 -2.256 1.150  -0.1203
C22 3.088 1.012 -1.708  -0.5216
C23 2.969 0.117 -2.942  -0.1080
C24 4.448 1.709 -1.679  -0.0992
C25 0.070 3.338 -0.114  -0.2986
C26 0.672 4.612 -0.262  -0.0854
C27 0.136 5.582 -1.105  -0.0698
C28 -1.010 5.299 -1.826  -0.0570
C29 -1.623 4.049 -1.700  -0.0907
C30 -1.110 3.038 -0.863  -0.3188
P3 -2.037 1.421 -0.689  1.0234
C31 -3.765 1.934 -0.246  -0.5197
C32 -4.738 2.229 -1.379  -0.1031
C33 -3.814 3.053 0.799  -0.0932
C34 -2.079 0.626 -2.352  -0.5374
C35 -2.272 1.510 -3.580  -0.1135
C36 -0.786 -0.171 -2.565  -0.2040
H1 -1.285 -4.358 3.228  0.0893
H2 -2.821 -4.036 2.439  0.0668
H3 -2.179 -2.913 3.645  0.0646
H4 -0.246 -2.413 2.182  0.0907
H5 -1.501 -4.315 0.149  0.0693
H6 -0.048 -4.592 1.113  0.0877
H7 -0.059 -3.321 -0.112  0.0294
H8 -4.118 -0.913 0.043  0.0714
H9 -4.440 -2.372 2.685  0.0718
H10 -5.733 -1.890 1.595  0.0917
H11 -4.750 -0.653 2.342  0.0733
H12 -3.825 -3.886 0.484  0.0701
H13 -3.409 -3.017 -1.004  0.0785
H14 -5.070 -3.028 -0.417  0.0906
H15 -2.933 -0.920 3.523  0.0577
H16 -2.832 0.560 5.397  0.1105
H17 -1.317 2.512 5.396  0.1094
H18 0.104 2.964 3.507  0.0795
H19 2.369 3.857 3.058  0.1081
H20 4.654 3.595 3.933  0.1145
H21 6.121 1.790 3.077  0.1188
H22 5.329 0.278 1.333  0.0911
H23 2.718 -2.029 -0.938  0.0994
H24 5.438 -1.443 0.290  0.0669
H25 5.062 -1.138 -1.406  0.0532
H26 4.947 -2.757 -0.749  0.0939
H27 3.554 -1.832 1.994  0.0811
H28 3.286 -3.310 1.063  0.0906
H29 1.936 -2.226 1.401  0.0278
H30 2.348 1.811 -1.849  0.0939
H31 3.812 -0.571 -3.041  0.0739
H32 2.956 0.732 -3.850  0.0919
H33 2.056 -0.484 -2.938  0.0592
H34 5.267 1.032 -1.425  0.0702
H35 4.460 2.534 -0.959  0.0767
H36 4.674 2.149 -2.657  0.0893
H37 1.579 4.869 0.285  0.1018
H38 0.613 6.550 -1.198  0.1114
H39 -1.445 6.049 -2.480  0.1137
H40 -2.528 3.891 -2.274  0.0850
H41 -4.185 1.068 0.267  0.0741
H42 -4.482 3.133 -1.934  0.0685
H43 -5.748 2.384 -0.980  0.0918
H44 -4.810 1.393 -2.082  0.0742
H45 -3.520 4.022 0.385  0.0784
H46 -3.168 2.839 1.657  0.0711
H47 -4.834 3.168 1.185  0.0888
H48 -2.901 -0.100 -2.330  0.1081
H49 -1.419 2.178 -3.741  0.0829
H50 -3.178 2.114 -3.538  0.0543
H51 -2.355 0.889 -4.481  0.0893
H52 0.077 0.500 -2.598  0.0512
H53 -0.818 -0.721 -3.512  0.0938
H54 -0.611 -0.906 -1.775  -0.0170
H55 0.533 -1.640 0.000  -0.0043

Calculated values
Calculated total energy   -76799.7652 eV
Total charge   +1
HOMO-LUMO gap (alpha / beta)   6.529 / 6.530 eV
HOMO energy (alpha / beta)   -8.90 / -8.90 eV
LUMO level (alpha / beta)   -2.373 / -2.373 eV